[1]
Entry from OMol25: a 11-piece molecular cluster, C64H51NO41 overall at a distorted geometry (ωB97M-V with the def2-TZVPD basis set).

Geometry (Å):
H  -26.4338  6.9803  1.3619
O  -29.1803  11.5846  6.4327
C  -22.1875  9.7776  10.8655
H  -27.4649  4.0854  -0.5813
C  -26.3874  13.4968  7.8997
H  -18.0419  9.9515  6.5485
H  -17.4393  10.8846  10.0149
H  -18.8330  3.0329  -0.5773
O  -21.5216  3.6297  7.5963
C  -24.7201  6.1611  -2.1969
H  -18.9797  4.2168  3.7708
H  -22.7507  9.3388  6.3619
O  -27.6137  9.1000  2.0887
O  -24.6170  15.6773  -2.2986
H  -22.0995  11.6399  5.6777
C  -19.6462  11.5162  9.2081
C  -20.5654  4.4172  7.3342
C  -20.6742  5.8330  7.8389
O  -27.2759  4.7187  0.1135
C  -27.9127  9.8357  7.2916
H  -23.2843  12.8880  4.1292
H  -24.3371  11.4933  9.2687
H  -25.3691  15.5036  -2.8937
H  -22.8958  15.3545  -0.4737
H  -19.2627  2.9167  6.4389
C  -19.3187  3.9708  6.7449
H  -21.4109  12.7309  9.0353
O  -18.3516  2.9174  1.5210
C  -28.4906  12.9521  2.4239
C  -20.9716  11.7514  7.1880
C  -29.1653  7.6633  7.3524
C  -19.9235  10.9376  6.4836
O  -25.7616  10.8428  1.1358
H  -21.4459  10.5316  11.1794
H  -27.1253  10.5244  7.5609
H  -24.8423  12.0632  4.2882
C  -28.2563  15.0252  7.1895
H  -19.5713  7.6864  7.9721
C  -24.6644  13.2233  -2.4672
H  -24.9047  7.0337  9.7633
C  -23.0708  7.3563  10.7422
O  -25.5534  13.3889  -3.2770
H  -24.0894  5.9748  -3.0368
C  -24.2694  7.1928  -1.4232
C  -26.9253  11.2674  1.6697
H  -22.1041  6.2108  11.7797
C  -24.7248  4.3378  7.9037
H  -24.8802  6.2691  7.0561
C  -24.1436  7.7584  10.0020
C  -23.8683  12.0270  3.7728
C  -25.8694  2.4657  6.5136
O  -20.0926  10.7972  5.2924
H  -22.0808  10.8832  0.1281
H  -25.6629  9.8653  1.1355
H  -31.0700  11.1851  5.6751
C  -24.2069  9.1735  9.6484
C  -25.1532  2.9187  7.7267
O  -19.4497  3.7407  -0.8264
O  -21.7847  6.2435  8.5185
H  -24.6255  11.1266  -2.5357
O  -23.5335  11.4584  9.8173
C  -27.9388  14.8892  5.8613
H  -21.2515  9.3291  4.4451
O  -24.8442  2.1159  8.5860
O  -31.2903  10.2203  5.7173
H  -27.2366  3.9546  4.0308
O  -29.0929  6.4994  7.6299
H  -26.2103  13.1696  9.7570
O  -27.9464  14.3665  9.4015
C  -25.9033  4.8009  5.8351
C  -24.8982  7.5345  -0.1410
O  -17.1571  4.5613  5.7879
C  -30.3501  8.2887  6.7058
O  -26.4072  4.4488  -2.2790
C  -27.9692  10.2612  2.0975
C  -27.1798  12.5737  1.9367
O  -26.2421  5.5849  4.9686
C  -18.4567  6.2712  6.8842
C  -27.5496  14.3253  8.2640
O  -22.6351  10.7068  -0.6132
C  -22.7149  13.0962  -0.3681
O  -21.7378  6.9560  1.5237
C  -27.8649  8.4959  7.4502
C  -23.2839  11.8196  -1.0007
H  -21.1440  6.9834  3.8219
C  -23.9644  9.7548  3.8973
O  -21.8723  12.9946  0.4659
C  -24.1662  11.9286  -1.9997
H  -28.2141  15.3847  4.0624
C  -19.7577  4.3512  0.3239
O  -21.2830  7.9478  12.1409
H  -22.8153  7.5300  6.2348
C  -19.4087  4.5889  2.8539
C  -26.7109  14.1497  5.5619
H  -25.1995  12.6594  6.3157
C  -24.0847  14.5019  -1.8637
C  -20.6048  5.4024  0.2794
O  -28.6173  15.5830  4.9384
O  -27.0714  3.1263  4.5235
C  -18.2925  4.8093  6.4973
C  -23.3086  10.1913  10.1695
O  -21.9998  12.2086  6.4729
O  -17.3628  10.5509  9.1164
H  -24.2677  8.4807  6.2310
C  -20.2856  5.6506  2.8070
O  -24.0635  4.5798  9.0513
H  -29.1088  15.6817  7.4279
C  -25.9462  13.4055  6.6165
H  -23.2591  8.8086  -1.2032
O  -19.4473  11.6373  10.3839
C  -20.7677  12.0653  8.4693
O  -25.1097  9.5614  8.9341
O  -26.8442  7.7278  7.8285
C  -29.6137  11.9672  2.7196
H  -24.1100  3.7888  9.6166
C  -30.3429  9.6048  6.4108
C  -23.1879  8.5372  4.3918
O  -22.7970  6.1175  11.1108
C  -25.1288  5.2324  7.0038
H  -16.6357  5.3891  5.6742
H  -25.9943  1.3905  6.4899
H  -23.9277  12.0379  2.6669
O  -17.4851  6.9593  6.6921
C  -26.3229  3.3650  5.6262
H  -21.1963  5.6700  -0.5960
C  -20.9096  6.0930  1.4962
O  -28.7783  14.0892  2.6644
H  -31.1937  7.6487  6.4812
C  -26.3390  5.5807  -0.2875
C  -22.0919  8.3952  11.2860
C  -29.3084  10.6634  2.5596
N  -21.7690  8.5984  3.9703
C  -25.9909  6.6976  0.4261
H  -26.0907  8.2993  8.1034
C  -25.8884  5.3514  -1.6912
H  -22.4535  5.5906  8.7112
O  -20.5859  6.1869  3.9954
O  -23.2612  8.0117  -1.7519
H  -26.4946  13.3825  1.7372
H  -21.7292  8.9285  3.0005
H  -23.6311  7.6360  3.9085
H  -30.5189  13.4600  3.1780
C  -23.2436  8.4753  5.9171
C  -18.5035  10.8429  8.4110
H  -29.9523  9.8746  2.8921
O  -24.4681  8.5025  0.4929
O  -26.3487  14.0968  4.4187
C  -19.1247  3.8362  1.6850
H  -24.9220  9.7990  4.3530
O  -23.1833  10.9128  4.2855
C  -19.6415  6.6681  7.6092
C  -23.2101  14.3893  -0.8908
C  -29.1200  10.4122  6.7274
H  -24.1302  9.5976  2.8365
O  -25.7822  12.9126  8.9524
O  -30.7092  12.4976  3.3099
C  -18.7341  10.4912  7.1673

The LUMO energy is -0.0773 hartree. Its HOMO-LUMO gap is 0.2644 hartree. Its net charge is 0.



[2]
Entry from OMol25: C64H56BaN13O3P2S2SbTe as an isolated structure at a distorted geometry (ωB97M-V with the def2-TZVPD basis set).

Geometry (Å):
H  1.6545  -1.9379  -3.2322
C  0.9549  -3.4598  -0.1543
C  -2.8496  0.6167  5.0859
C  -2.5690  -2.8881  4.5735
H  -5.4964  3.7784  -3.2836
C  -4.5960  -0.6626  -4.5939
C  -3.2624  -4.0878  4.5117
H  -0.3533  -0.2375  7.1911
C  -0.6807  4.7854  -4.2608
H  -0.1347  -3.9139  6.5822
C  3.6151  -0.9587  6.0041
N  4.1946  1.2787  -0.9101
C  -0.1471  4.2527  -3.0944
H  -5.8796  4.5175  -0.9573
C  -3.6762  -2.8554  -4.3489
H  1.5108  -3.7281  4.1796
H  -0.6540  6.3897  -5.6676
C  2.0963  -2.6273  -5.2156
H  -1.0908  2.2535  -6.5230
H  -4.6638  1.5607  5.6923
C  3.1015  1.2226  -0.1551
C  -4.8137  0.1049  -0.3516
C  -2.6123  -5.2224  4.0665
H  -4.0197  4.4147  0.6743
S  -2.7000  -4.9281  -0.1373
N  2.0697  0.6751  -0.7892
H  2.8604  3.9004  -6.4720
H  -3.2513  0.9510  -4.1725
H  -4.8461  1.1854  -0.3755
C  0.7954  4.9904  -2.3926
C  -3.7203  1.1511  6.0274
H  2.5438  -0.0189  4.4295
C  -2.1765  0.6864  7.7867
C  1.2180  6.2216  -2.8604
H  3.9631  1.9426  1.5570
H  -3.0869  -2.0064  4.9245
C  -3.8638  4.1013  -0.3469
H  0.3897  -1.7417  -7.9920
H  1.9642  6.7800  -2.3084
H  -1.6372  -2.9512  -3.7357
H  -1.8199  3.5836  -0.0139
C  1.8794  3.7773  -6.9115
C  0.9250  2.9544  -6.3098
C  -3.3753  -0.1179  -4.2349
H  -4.3049  -4.1286  4.7985
H  1.6449  -5.1671  -1.2171
C  -4.7527  -2.0343  -4.6523
C  2.3502  -2.4585  7.3557
H  -2.4344  1.2799  3.1038
H  -3.1375  -6.1637  3.9895
C  -3.4408  3.2854  -2.9498
C  -2.2968  -0.9286  -3.9299
Te  1.4175  1.8854  -4.5423
H  -1.8869  0.7346  8.8289
H  -1.4124  4.2180  -4.8117
C  1.7499  -2.5625  -6.5540
Sb  -0.2802  -0.8351  4.0787
C  0.6608  -1.7998  -6.9466
H  -5.7068  -2.4648  -4.9314
H  6.0163  -1.4458  0.3197
C  -3.1871  0.6911  3.6316
N  -1.2092  -3.1227  0.8640
N  3.8011  0.7406  -2.0732
N  -0.0062  2.1823  2.6323
C  -1.6452  0.0574  5.5115
H  2.2839  5.1198  -8.5242
N  2.5613  0.3850  -2.0111
H  4.4263  -2.0455  7.6714
C  -2.3974  -3.5926  0.8959
C  -1.3152  0.1281  6.8557
C  -0.5878  -3.9400  3.7672
C  3.5519  -1.8449  7.0636
H  1.2168  4.5784  -1.4837
C  -1.2811  -5.1378  3.7022
H  -1.4881  3.5414  -8.6012
H  1.1289  -4.8215  2.8390
C  -0.4471  -3.8155  -0.0284
C  -0.2533  6.0071  -4.7382
H  6.4136  -3.5313  -0.9054
H  -0.7711  -6.0186  3.3333
N  2.0437  1.9632  3.2702
C  4.3702  -4.1128  -0.9805
H  -5.4293  -0.0090  -4.8281
C  2.4803  -0.7244  5.2452
C  -4.9042  4.1537  -1.2599
H  -4.0873  1.6094  8.0872
O  -2.4982  0.5943  -1.3859
H  4.5509  -5.0345  -1.5141
H  -4.1630  1.1503  3.4750
H  -0.9228  -0.5116  -6.3111
S  -3.1201  -0.4197  -0.5179
H  -0.0453  -3.0582  8.1211
O  -3.1164  -1.7524  -1.0758
C  -0.3124  2.8701  -6.9482
P  -0.6836  2.6158  -2.4385
C  -0.5277  3.5973  -8.0997
C  0.2785  -1.1509  -4.6602
C  1.5545  4.4635  -8.0613
H  2.9529  -3.2091  -4.9023
C  0.6997  6.7304  -4.0409
C  5.4031  -3.2681  -0.6298
C  1.2023  -2.2245  6.6042
C  -0.0550  -2.9262  7.0395
H  2.2886  -3.1392  8.1984
C  1.9601  1.8312  1.9504
P  -0.6755  -0.2376  -3.3723
C  -0.6776  1.5492  -3.9683
N  1.8584  -4.3023  -0.7499
C  2.8528  -2.5202  0.0873
C  0.8409  -3.8911  3.3296
H  -3.7915  -3.9311  -4.3773
H  -5.3596  -0.3103  -1.1878
H  -0.7108  -5.4861  -1.4406
C  -2.4662  -2.3043  -3.9920
C  -1.0844  -4.8324  -0.6811
N  0.3718  4.3947  -8.6659
H  -3.2717  2.9658  -3.9698
C  -1.2324  -2.7969  4.2223
O  -2.5194  -0.3605  0.8256
H  2.3289  -3.1004  -7.2935
H  1.0359  7.6890  -4.4159
C  3.0946  -3.7146  -0.6130
C  -2.3967  3.2164  -2.0397
H  -5.1945  -0.2748  0.5861
Ba  -0.4910  0.4198  -0.2715
C  -3.3963  1.1836  7.3729
C  -0.0742  -1.1080  -6.0069
H  -3.1940  -0.2904  3.1621
H  -3.1648  -3.1996  1.5215
H  4.5366  -0.4483  5.7636
C  3.9090  -1.6893  0.4431
H  1.0048  -3.0744  2.6249
C  5.1772  -2.0777  0.0727
N  3.0826  1.6367  1.1678
C  1.2716  -1.3541  5.5156
H  3.7262  -0.7778  0.9798
H  -0.9532  -2.3733  6.7691
C  -4.6872  3.7447  -2.5643
C  1.3614  -1.9254  -4.2751
N  0.7805  2.1867  3.6550
C  -2.6237  3.6349  -0.7377
N  1.5062  -2.3879  0.3451
N  0.7064  1.9606  1.5168

The LUMO energy is 0.1222 hartree. Its HOMO-LUMO gap is 0.1972 hartree. Its net charge is -2. The calculation puts the energy relative to the best compared isomer or geometry (same formula, charge and spin) at 1.1968 eV.